# 1
{
  "formula": "C18H33B2F9NO14P2S",
  "method": "ωB97M-V/def2-TZVPD",
  "symbols": ["H", "C", "F", "O", "O", "H", "H", "F", "O", "H", "N", "C", "C", "F", "P", "C", "H", "H", "H", "O", "H", "H", "O", "C", "O", "O", "C", "F", "C", "H", "H", "C", "O", "C", "C", "H", "C", "H", "H", "F", "F", "C", "H", "H", "C", "F", "O", "H", "H", "H", "H", "C", "B", "H", "O", "H", "C", "S", "H", "H", "C", "P", "O", "H", "H", "O", "H", "H", "H", "B", "C", "H", "F", "O", "H", "C", "O", "H", "F", "H"],
  "positions_angstrom": [[3.137, 0.124, 0.009], [1.821, 2.678, 1.297], [4.450, -1.199, 1.783], [1.594, 1.620, -0.984], [-2.511, -1.380, -1.067], [-0.969, 5.508, -0.158], [-2.068, 1.876, 2.041], [2.049, -3.019, 1.184], [-1.894, 3.796, 0.529], [1.155, 4.484, -0.642], [-2.780, 1.497, -1.377], [2.233, -2.032, 2.061], [-2.945, 2.504, 2.219], [4.764, -3.135, 4.485], [-1.135, -1.253, -0.217], [-0.713, 4.571, 0.371], [-3.282, 2.462, 3.256], [2.652, 1.959, 1.301], [3.589, -3.709, -3.527], [-1.602, -1.294, 1.355], [-1.165, -0.798, -3.106], [2.229, -1.817, -4.643], [-1.442, 0.110, -3.316], [-5.060, -3.593, -2.216], [-0.268, 1.304, 0.339], [-5.991, -4.245, -2.961], [-7.102, -3.368, -3.134], [6.004, -2.796, 2.695], [3.262, -2.790, -3.025], [3.505, 4.274, 3.130], [-2.878, 2.505, -1.452], [3.687, -1.903, 2.569], [2.893, 3.814, 4.977], [1.765, -0.704, 1.416], [-6.477, -2.006, -2.944], [0.688, -0.679, 1.569], [1.124, 2.772, 2.690], [-0.234, 4.863, 1.315], [2.568, -1.429, -0.518], [3.266, -4.292, 3.274], [5.395, -4.858, 3.255], [1.265, 0.240, -1.002], [0.050, 2.820, 2.522], [3.106, -3.054, -1.977], [-2.530, 3.932, 1.783], [4.583, -3.943, 1.426], [-4.091, -4.106, -1.758], [2.178, 0.078, 2.059], [-3.436, 4.541, 1.648], [-6.083, -1.591, -3.874], [4.069, -2.069, -3.167], [2.246, -0.504, -0.030], [0.768, 2.336, 0.055], [-3.493, 1.052, -1.952], [1.130, -1.522, -2.872], [1.414, -3.208, -3.995], [-0.256, 0.295, -0.629], [4.596, -3.524, 2.948], [-7.161, -1.288, -2.497], [2.300, 3.650, 1.143], [2.703, 4.042, 3.848], [-1.205, 1.171, -2.042], [-0.340, -2.451, -0.455], [-7.852, -3.593, -2.373], [1.394, 1.960, 3.371], [-5.388, -2.283, -2.066], [-7.546, -3.495, -4.119], [-3.704, 2.158, 1.511], [-0.156, 3.725, -1.507], [1.679, -0.330, -2.439], [1.969, -2.312, -3.699], [2.457, 1.262, -3.200], [1.421, -2.237, 3.111], [1.443, 4.048, 3.345], [-2.567, -1.195, 1.371], [0.297, 3.810, -0.507], [2.590, 0.302, -3.235], [-1.877, 4.326, 2.570], [3.631, -1.225, 3.696], [-2.916, -2.237, -0.844]],
  "total_energy_ev": -104585.635,
  "fmax_ev_per_a": 2.97,
  "charge": -1,
  "homo_lumo_gap_ev": 6.64,
  "molar_mass_g_mol": 774.1
}



# 2
{
  "formula": "C19H14N3O2PtS3",
  "method": "ωB97M-V/def2-TZVPD",
  "symbols": ["C", "C", "O", "C", "C", "S", "C", "C", "C", "H", "H", "S", "H", "C", "C", "C", "H", "C", "H", "C", "S", "H", "C", "C", "H", "Pt", "H", "C", "C", "N", "H", "H", "H", "C", "N", "H", "H", "C", "N", "H", "O", "C"],
  "positions_angstrom": [[-0.849, -3.539, 2.160], [0.848, -4.288, 0.647], [-0.857, -0.288, -2.395], [-5.553, 0.137, -3.260], [1.998, 1.961, 0.903], [2.189, 0.919, -0.451], [-3.959, -2.818, 2.608], [-2.004, -0.026, -1.954], [0.050, -4.514, 1.758], [-1.464, -1.509, 1.784], [-4.442, -2.422, -0.573], [3.120, 2.985, 1.556], [-3.903, -0.335, -6.181], [-0.843, -2.337, 1.460], [0.737, -3.072, -0.006], [-2.949, -3.326, 3.570], [-4.607, 0.260, -1.326], [-4.470, 0.123, -2.391], [-3.334, -3.455, 4.577], [-2.985, -0.242, -4.246], [0.386, 1.695, 1.431], [-5.419, -2.391, 4.137], [-5.193, -2.390, 3.079], [-1.700, -3.727, 3.354], [1.336, -2.842, -0.881], [-0.014, 0.337, -0.362], [0.106, -5.454, 2.297], [-3.183, -0.064, -2.883], [-5.351, -0.028, -4.625], [-0.081, -2.105, 0.404], [-6.194, -0.007, -5.304], [-1.975, -0.395, -4.605], [-7.094, -1.600, 2.455], [-6.117, -1.957, 2.147], [-5.870, -1.952, 0.840], [-6.552, 0.288, -2.871], [-1.216, -4.246, 4.178], [-4.065, -0.217, -5.116], [-3.709, -2.842, 1.300], [1.549, -5.035, 0.299], [-2.194, 0.284, -0.741], [-4.667, -2.408, 0.488]],
  "total_energy_ev": -64250.868,
  "fmax_ev_per_a": 1.57,
  "charge": -1,
  "e_above_lowest_ev": 1.2731,
  "homo_lumo_gap_ev": 5.67,
  "molar_mass_g_mol": 607.6
}



# 3
{
  "formula": "C5H8S3",
  "method": "ωB97M-V/def2-TZVPD",
  "symbols": ["H", "H", "S", "H", "H", "H", "H", "C", "H", "H", "C", "S", "S", "C", "C", "C"],
  "positions_angstrom": [[0.334, 0.278, 0.817], [-2.035, -2.660, 0.210], [0.844, 0.397, -1.752], [-0.296, -2.983, -0.498], [-0.788, 2.368, 0.704], [-2.231, 2.037, 1.943], [-0.756, 0.814, 2.057], [-1.408, 1.385, 1.299], [2.728, 0.522, -0.566], [1.314, -1.293, 0.157], [-1.161, -2.230, -0.254], [-2.311, 0.282, 0.241], [3.722, 1.625, -2.406], [-0.972, -0.951, -0.223], [0.531, -0.386, -0.199], [2.484, 0.795, -1.531]],
  "total_energy_ev": -37816.264,
  "smiles": "C=C(CSC=S)SC",
  "fmax_ev_per_a": 4.53,
  "e_above_lowest_ev": 3.9042,
  "homo_lumo_gap_ev": 8.18,
  "molar_mass_g_mol": 164.3
}



# 4
{
  "formula": "C16H17ClN2O2S",
  "method": "ωB97M-V/def2-TZVPD",
  "symbols": ["C", "H", "C", "O", "C", "H", "N", "C", "C", "Cl", "H", "H", "C", "H", "C", "H", "O", "H", "H", "C", "H", "H", "C", "C", "H", "C", "S", "C", "H", "H", "H", "H", "C", "H", "H", "N", "C", "C", "C"],
  "positions_angstrom": [[1.181, 2.628, -0.007], [-3.190, -2.207, -0.450], [1.129, 1.355, -0.832], [-4.126, 2.544, -0.454], [3.649, -0.926, 0.494], [-4.054, -0.592, -1.842], [2.062, 0.430, -0.565], [-1.160, 0.141, 0.950], [-2.367, -1.766, 0.085], [-1.519, -4.297, 0.355], [2.192, 2.993, 0.159], [3.936, 1.174, 0.019], [-0.303, -2.088, 1.307], [3.047, -1.484, 1.211], [-1.389, -2.592, 0.596], [1.228, -1.446, -0.965], [0.256, 1.176, -1.663], [3.373, -2.549, -0.953], [0.570, 3.392, -0.487], [-4.384, -0.076, -0.940], [0.437, -2.759, 1.713], [-4.959, -0.755, -0.309], [-2.023, 2.366, 0.584], [3.145, 0.513, 0.396], [1.961, -0.641, -2.361], [3.409, -1.463, -0.916], [0.473, 2.290, 1.649], [2.074, -0.831, -1.291], [4.195, -1.116, -1.588], [-5.010, 0.771, -1.218], [0.627, -0.309, 2.024], [2.796, 0.899, 1.356], [-3.213, 1.844, -0.058], [-1.956, 3.441, 0.646], [4.692, -0.977, 0.796], [-3.249, 0.460, -0.217], [-1.048, 1.563, 1.042], [-0.201, -0.729, 1.474], [-2.280, -0.378, 0.260]],
  "total_energy_ev": -47302.180,
  "smiles": "Cn1c(=O)cc(SCC(=O)N2CCCC2)c2ccc(Cl)cc21",
  "fmax_ev_per_a": 0.89,
  "e_above_lowest_ev": 0.0000,
  "homo_lumo_gap_ev": 8.38,
  "molar_mass_g_mol": 336.8
}



# 5
{
  "formula": "C3H7IN3",
  "method": "ωB97M-V/def2-TZVPD",
  "symbols": ["H", "N", "H", "H", "C", "H", "N", "C", "C", "H", "H", "H", "I", "N"],
  "positions_angstrom": [[-0.267, 2.170, 1.610], [-0.703, -1.835, 0.184], [-2.190, -0.543, 0.621], [0.519, 1.924, -0.045], [0.492, -1.707, 0.705], [2.985, 0.437, -2.590], [-0.189, 0.271, 0.637], [-0.301, 1.693, 0.627], [-1.209, -0.539, 0.102], [-1.356, 1.860, 0.152], [-1.462, -0.306, -0.947], [1.202, -2.565, 0.864], [1.629, -0.453, -2.870], [0.850, -0.407, 0.950]],
  "total_energy_ev": -15786.022,
  "fmax_ev_per_a": 2.99,
  "charge": 1,
  "e_above_lowest_ev": 2.2708,
  "homo_lumo_gap_ev": 6.83,
  "molar_mass_g_mol": 212.0
}



# 6
{
  "formula": "C3Cl3O",
  "method": "ωB97M-V/def2-TZVPD",
  "symbols": ["C", "O", "Cl", "C", "Cl", "Cl", "C"],
  "positions_angstrom": [[0.554, 0.562, 0.082], [-1.136, -1.123, -0.440], [-1.129, 0.437, 2.320], [-0.098, 0.657, 1.179], [1.868, 1.383, -0.569], [0.816, -1.006, -2.129], [-0.130, -0.652, -0.804]],
  "total_energy_ev": -42713.949,
  "fmax_ev_per_a": 1.17,
  "charge": 1,
  "e_above_lowest_ev": 0.4634,
  "homo_lumo_gap_ev": 7.90,
  "molar_mass_g_mol": 158.4
}



# 7
{
  "formula": "C11H24N3",
  "method": "ωB97M-V/def2-TZVPD",
  "symbols": ["H", "H", "C", "C", "H", "H", "H", "H", "H", "H", "H", "C", "H", "C", "H", "H", "H", "H", "H", "H", "H", "C", "N", "H", "C", "C", "C", "H", "C", "H", "H", "C", "C", "N", "H", "H", "N", "H"],
  "positions_angstrom": [[-1.347, -2.364, 1.097], [-0.555, -1.217, 2.250], [-1.960, -0.501, -0.695], [0.310, -1.651, 0.068], [-0.991, 1.727, 2.649], [-1.901, 0.126, 2.095], [1.924, 0.986, -1.164], [-0.263, -1.678, -2.750], [1.926, 1.622, 2.924], [1.858, -0.438, 0.908], [2.147, -2.124, 1.202], [0.006, 3.297, 0.184], [-2.276, 1.827, 1.533], [-1.521, 1.188, 1.840], [0.984, 3.781, 0.094], [-0.852, -3.186, -0.694], [1.433, -2.144, -2.513], [2.334, -1.260, -0.461], [0.915, -3.540, -0.465], [-2.105, -1.432, -1.140], [-0.607, 3.415, 1.036], [0.956, 1.413, -1.338], [1.088, 1.270, 1.152], [0.145, -3.362, -2.867], [0.155, -2.864, -0.868], [-0.518, 0.760, 0.714], [0.364, -2.520, -2.333], [-1.603, 0.266, -1.477], [1.706, -1.434, 0.459], [-0.456, 3.645, -0.821], [0.382, 0.740, -2.007], [0.392, 1.852, 0.120], [-0.764, -0.590, 0.195], [1.138, 1.938, 2.334], [1.138, 2.353, -1.840], [1.031, 2.924, 2.251], [-0.682, -1.611, 1.293], [-2.869, -0.248, -0.177]],
  "total_energy_ev": -16255.831,
  "smiles": "CC[C@]1(C)[NH2+][C@@]1(C)[C@@]1(C)N(N)C1(C)C",
  "fmax_ev_per_a": 5.07,
  "charge": 1,
  "e_above_lowest_ev": 2.4830,
  "homo_lumo_gap_ev": 8.88,
  "molar_mass_g_mol": 198.3
}



# 8
{
  "formula": "C3H14NO4",
  "method": "ωB97M-V/def2-TZVPD",
  "symbols": ["H", "H", "H", "O", "H", "H", "O", "H", "H", "H", "C", "H", "H", "H", "H", "H", "C", "H", "O", "O", "N", "C"],
  "positions_angstrom": [[1.471, 1.704, -0.227], [3.384, 0.218, 0.202], [-3.725, -0.012, -1.563], [0.866, 0.591, 0.794], [1.408, 1.465, -1.715], [2.462, -0.390, 1.192], [1.841, 2.067, -1.102], [0.980, 1.022, 2.426], [-2.512, -1.251, 0.134], [-0.404, -1.028, 1.158], [0.102, -0.477, 0.347], [-2.731, -0.602, -2.754], [-0.516, 0.288, -1.632], [0.757, -1.181, -0.189], [1.345, 0.107, 3.565], [-1.464, 0.847, -0.257], [-2.063, -1.078, -0.841], [-1.625, -2.003, -1.230], [1.132, 1.034, 3.418], [3.348, -0.546, 0.791], [-3.096, -0.753, -1.830], [-0.958, -0.023, -0.687]],
  "total_energy_ev": -13019.412,
  "fmax_ev_per_a": 1.67,
  "charge": -1,
  "e_above_lowest_ev": 0.5056,
  "homo_lumo_gap_ev": 8.12,
  "molar_mass_g_mol": 128.1
}